The following is a quantum chemistry calculation of C34H32BrCoN4O2S2 as an isolated structure, from the OMol25 dataset.

Calculated values
Kohn-Sham gap (alpha / beta): 6.6 / 6.6 eV
<S²>: 0.8201
total charge: +1
electronic energy: -175167.456 eV
multiplicity: 2

Geometry as XYZ:
```
76
Properties=species:S:1:pos:R:3:forces:R:3:lowdin_spin:R:1
Co -0.187 -2.029 -1.223 0.00 0.04 -0.05 0.938
O -2.981 -0.980 1.022 -0.05 0.07 0.07 0.000
C -2.147 -1.372 2.010 -0.01 0.01 -0.03 0.000
C -2.127 -0.613 3.176 0.05 0.02 0.01 0.000
C -1.266 -0.938 4.210 -0.04 -0.01 0.02 0.000
C -0.424 -2.034 4.100 0.03 0.00 0.00 0.000
C -0.467 -2.806 2.949 -0.02 0.01 -0.02 0.000
C -1.320 -2.502 1.894 -0.03 0.02 -0.02 0.001
C -1.471 -3.406 0.674 0.02 0.05 0.03 -0.002
O -1.746 -2.682 -0.480 0.02 -0.13 0.00 0.011
N -0.277 -4.220 0.396 -0.02 0.02 -0.05 -0.001
N 0.639 -3.542 -0.333 0.00 -0.03 0.01 -0.006
C 1.854 -3.929 -0.435 -0.04 -0.01 0.04 0.000
C 2.769 -3.288 -1.364 0.02 0.02 -0.03 -0.001
Br 1.917 -2.097 -2.603 0.00 0.01 0.00 0.009
C 4.087 -3.458 -1.449 0.00 -0.01 0.02 0.002
C 4.869 -4.403 -0.627 0.00 0.00 0.00 0.000
C 6.002 -3.946 0.044 0.00 0.00 0.00 0.000
C 6.750 -4.815 0.822 0.00 0.00 0.00 0.000
C 6.387 -6.151 0.919 0.00 0.00 0.00 0.000
C 5.278 -6.619 0.230 0.00 0.00 0.00 0.000
C 4.521 -5.750 -0.540 0.00 0.01 0.00 0.000
H -2.753 -1.513 0.227 0.01 -0.04 0.00 0.000
H -2.799 0.234 3.243 0.00 0.00 -0.01 0.000
H -1.253 -0.333 5.108 -0.01 -0.01 0.00 0.000
H 0.244 -2.298 4.908 0.03 0.01 0.00 0.000
H 0.179 -3.675 2.887 0.00 0.00 0.01 0.000
H -2.284 -4.119 0.860 0.01 -0.01 -0.03 0.000
H 0.095 -4.823 1.119 -0.01 0.04 0.01 0.000
H 2.226 -4.756 0.161 0.00 0.00 0.00 0.000
H 4.638 -2.853 -2.161 0.00 0.00 0.00 0.000
H 6.291 -2.905 -0.036 0.00 0.00 0.00 0.000
H 7.622 -4.450 1.348 0.00 0.00 0.00 0.000
H 6.978 -6.830 1.520 0.00 0.00 0.00 0.000
H 5.008 -7.666 0.282 0.00 0.00 0.00 0.000
H 3.678 -6.125 -1.109 0.00 0.00 0.00 0.000
S 0.653 -0.221 0.127 0.05 0.01 -0.04 0.049
C 0.126 1.141 -0.675 -0.08 -0.04 0.03 0.006
N 0.349 2.374 -0.236 0.02 0.01 0.00 -0.003
C -0.358 3.513 -0.815 0.01 0.03 -0.01 0.000
C -0.361 3.389 -2.307 0.00 0.02 -0.01 0.000
N -0.882 2.081 -2.694 0.00 -0.01 0.01 -0.002
C -1.625 2.081 -3.965 -0.01 0.00 0.00 0.000
C -2.967 2.750 -3.799 0.00 0.00 0.00 0.000
C -3.303 3.848 -4.580 0.00 0.00 0.00 0.000
C -4.536 4.468 -4.424 0.00 0.00 0.00 0.000
C -5.433 3.996 -3.478 0.00 0.00 0.00 0.000
C -5.099 2.901 -2.691 0.00 0.00 0.00 0.000
C -3.873 2.277 -2.851 0.01 0.01 0.00 0.000
C -0.687 1.001 -1.961 -0.02 -0.01 0.01 -0.002
S -1.324 -0.487 -2.422 0.06 0.00 0.05 -0.004
C 1.155 2.679 0.961 0.01 -0.03 -0.01 0.003
C 0.324 3.298 2.052 0.03 0.06 0.01 0.000
C 0.411 4.658 2.328 0.03 -0.01 -0.01 0.000
C -0.371 5.225 3.324 -0.03 -0.04 0.02 0.000
C -1.245 4.430 4.051 0.03 0.04 -0.02 0.000
C -1.327 3.070 3.785 -0.03 -0.07 0.01 0.000
C -0.546 2.504 2.789 -0.06 0.00 0.04 0.000
H 0.159 4.422 -0.517 -0.01 0.00 0.02 0.000
H -1.376 3.561 -0.417 0.00 -0.01 0.00 0.000
H 0.643 3.511 -2.724 0.00 0.00 0.00 0.000
H -1.014 4.145 -2.741 0.00 -0.01 -0.01 0.000
H -1.722 1.054 -4.306 0.01 0.00 -0.01 0.000
H -1.015 2.628 -4.687 0.00 0.00 0.00 0.000
H -2.603 4.218 -5.320 0.00 0.00 0.00 0.000
H -4.793 5.320 -5.039 0.00 0.00 0.00 0.000
H -6.393 4.479 -3.354 0.00 0.00 0.00 0.000
H -5.800 2.527 -1.956 0.00 0.00 0.00 0.000
H -3.624 1.415 -2.243 0.00 0.00 0.00 0.000
H 1.943 3.368 0.647 -0.01 -0.01 -0.03 0.000
H 1.617 1.753 1.289 0.02 0.01 0.02 0.002
H 1.109 5.279 1.775 -0.01 -0.01 -0.01 0.000
H -0.293 6.283 3.536 0.00 0.00 0.00 0.000
H -1.854 4.867 4.831 0.00 0.00 0.00 0.000
H -1.994 2.443 4.364 0.00 0.02 -0.02 0.000
H -0.604 1.440 2.595 0.00 -0.02 -0.02 0.000
```
Positions in Å, forces in eV/Å.